The following is a quantum chemistry calculation of a cluster of 3 separate species, C12H21NO4S2 in total in a non-equilibrium geometry, from OMol25.

Its LUMO energy is 0.492 eV. The calculated total energy comes out at -1621.88572 Eh. The spin multiplicity is 1. The value obtained for the HOMO energy is -8.18 eV. As for the SMILES: O=S1(=O)CCCC1.O=S1(=O)CCCC1.c1cc[nH]c1.

CARTESIAN COORDINATES (ANGSTROEM)
S  14.834  16.255  4.374
S  14.079  27.729  1.324
O  15.447  17.225  3.481
O  13.565  28.989  0.825
O  15.689  15.673  5.369
O  14.874  27.616  2.523
N  15.578  20.407  3.439
C  16.136  21.284  2.549
C  15.012  26.857  0.021
C  14.252  25.545  -0.193
C  14.622  22.376  3.829
C  12.330  16.817  3.973
C  13.337  16.985  5.098
C  13.399  25.192  1.021
C  13.972  15.031  3.365
C  12.724  26.515  1.428
C  15.514  22.488  2.753
C  12.492  15.433  3.354
C  14.684  21.053  4.248
H  16.788  20.875  1.796
H  14.417  15.024  2.374
H  14.992  27.458  -0.882
H  11.311  16.991  4.333
H  13.637  25.600  -1.095
H  11.967  26.877  0.729
H  14.902  24.696  -0.430
H  14.193  14.081  3.848
H  11.899  14.619  3.773
H  14.110  20.468  4.946
H  13.119  16.405  5.989
H  16.017  26.713  0.404
H  12.296  26.603  2.426
H  13.465  18.062  5.203
H  15.689  23.356  2.133
H  13.941  24.919  1.929
H  13.989  23.170  4.183
H  12.125  15.549  2.330
H  12.636  24.429  0.887
H  12.405  17.562  3.180
H  15.823  19.430  3.487

The following is a quantum chemistry calculation of a structure of composition C3H3NO3S in a non-equilibrium geometry, from OMol25.

Its LUMO energy is -0.128 eV. The energy relative to the best compared isomer or geometry (same formula, charge and spin) comes out at 4.237 eV. The calculated total energy comes out at -794.65451 Eh. The spin multiplicity is 1. The value obtained for the HOMO energy is -10.03 eV.

CARTESIAN COORDINATES (ANGSTROEM)
S  -0.463  -0.248  1.903
O  1.466  -0.878  -1.424
O  0.502  -2.413  0.479
O  -0.347  1.647  -1.785
N  0.471  -0.346  -0.595
C  0.187  -1.161  0.509
C  -0.159  0.907  -0.730
C  -0.627  1.106  0.748
H  -1.731  1.303  0.789
H  1.033  -2.064  -1.110
H  -0.331  2.147  1.217

The following is a quantum chemistry calculation of a cluster of 4 separate species, C17H27N6O3 in total in a non-equilibrium geometry, from OMol25.

Its LUMO energy is -5.247 eV. The energy relative to the best compared isomer or geometry (same formula, charge and spin) comes out at 7.663 eV. The calculated total energy comes out at -1217.68098 Eh. The spin multiplicity is 1. The value obtained for the HOMO energy is -11.71 eV. The total charge is +1.

CARTESIAN COORDINATES (ANGSTROEM)
O  -1.677  -0.331  -1.075
O  -4.190  0.571  -1.306
O  3.968  1.389  -0.482
N  1.484  1.166  -1.770
N  -0.242  4.124  4.050
N  2.192  -4.015  -3.278
N  -2.227  0.212  0.057
N  3.399  -3.986  2.144
N  -1.411  0.173  1.095
C  -1.113  0.785  3.503
C  2.081  -5.192  0.148
C  3.358  -1.050  -0.191
C  -1.109  4.688  3.498
C  -3.517  0.699  -0.065
C  1.538  -3.583  -4.150
C  1.515  0.748  -0.339
C  0.705  -3.032  -5.263
C  -1.082  0.830  -1.804
C  -1.081  -0.446  4.198
C  -3.378  1.426  2.316
C  -2.216  5.408  2.793
C  2.817  -4.513  1.259
C  -2.023  0.780  2.179
C  0.335  0.498  -2.471
C  3.031  0.494  0.150
C  -4.259  1.372  1.070
H  0.314  0.981  -3.516
H  0.016  -2.280  -4.875
H  1.016  -4.971  0.218
H  0.966  -0.249  -0.188
H  1.030  1.496  0.373
H  -0.236  -0.666  4.930
H  1.348  -2.571  -6.014
H  -1.954  5.553  1.744
H  -5.306  1.780  1.002
H  1.365  2.190  -1.854
H  -3.995  1.394  -1.812
H  -2.379  6.382  3.257
H  4.457  0.926  -1.193
H  -3.136  4.826  2.855
H  0.131  -3.834  -5.729
H  -3.696  1.905  3.287
H  3.083  0.631  1.283
H  2.226  -6.271  0.212
H  -1.878  -1.243  4.003
H  2.641  -1.685  0.442
H  -0.511  1.710  3.818
H  2.456  -4.840  -0.815
H  -1.048  1.714  -1.079
H  0.536  -0.606  -2.640
H  -1.811  1.035  -2.671
H  3.019  -1.195  -1.280
H  4.446  -1.322  -0.025

The following is a quantum chemistry calculation of a structure of composition C39H44GeN8O2STi in a non-equilibrium geometry, from OMol25.

Its LUMO energy is -0.078 eV. The energy relative to the best compared isomer or geometry (same formula, charge and spin) comes out at 0.876 eV. The calculated total energy comes out at -5425.59968 Eh. The spin multiplicity is 1. The value obtained for the HOMO energy is -7.81 eV.

CARTESIAN COORDINATES (ANGSTROEM)
Ge  0.122  -3.039  -2.115
Ti  0.167  -0.164  0.035
S  -1.708  -1.956  0.964
O  -2.555  -2.283  -0.143
O  -0.267  -2.262  0.832
N  1.429  -0.475  2.115
N  -1.572  -0.357  1.152
N  -1.546  1.728  2.090
N  2.033  3.129  -0.181
N  -3.943  5.960  -6.665
N  -3.260  0.222  2.709
N  1.972  0.329  -0.358
N  -3.980  -4.760  5.629
C  -3.642  4.243  -3.620
C  3.605  -1.696  2.228
C  -4.253  -3.292  3.734
C  2.837  1.253  -3.867
C  2.026  -3.147  -2.599
C  -1.558  -3.586  3.129
C  -3.778  1.163  3.498
C  2.701  -0.894  1.558
C  4.848  -1.974  1.669
C  -0.138  -4.579  -0.939
C  -3.489  5.311  -5.830
C  2.774  2.637  -3.803
C  -2.917  4.495  -4.780
C  -0.239  -1.119  -1.776
C  5.186  -1.397  0.457
C  -0.674  1.470  -0.866
C  1.551  0.927  2.610
C  -1.634  3.970  -4.928
C  -3.729  -2.641  2.642
C  3.273  3.289  0.575
C  2.501  3.256  -2.591
C  -3.091  3.476  -2.611
C  -1.084  3.201  -3.919
C  -3.242  2.429  3.609
C  -2.092  2.651  2.868
C  -2.088  -4.244  4.222
C  -3.439  -4.088  4.551
C  0.974  -1.311  3.221
C  2.596  0.501  -2.724
C  -1.217  2.148  -1.713
C  -2.372  -2.774  2.347
C  1.267  4.367  -0.240
C  3.000  -0.384  0.292
C  -2.173  0.549  2.020
C  -0.954  -3.489  -3.688
C  2.297  1.111  -1.515
C  -1.808  2.945  -2.746
C  2.274  2.510  -1.441
C  4.276  -0.594  -0.223
H  2.464  4.340  -2.539
H  0.392  4.226  -0.874
H  -0.523  -3.736  2.851
H  2.947  3.235  -4.691
H  1.569  -1.131  4.120
H  -0.812  -2.752  -4.484
H  0.921  4.612  0.767
H  0.594  -4.586  -0.129
H  2.647  -2.675  -1.829
H  0.012  -5.462  -1.566
H  3.799  2.334  0.645
H  6.162  -1.575  0.022
H  2.610  -0.581  -2.769
H  -5.309  -3.194  3.966
H  -1.317  -0.987  -1.883
H  0.646  1.186  3.148
H  -0.064  -1.075  3.443
H  -1.576  3.608  2.906
H  -4.367  -2.048  2.001
H  -1.460  -4.897  4.819
H  -4.867  -4.450  5.980
H  3.363  -2.100  3.202
H  -3.683  3.192  4.238
H  2.211  -2.646  -3.557
H  2.340  -4.192  -2.695
H  -1.145  -4.612  -0.517
H  3.041  3.631  1.587
H  1.666  1.621  1.784
H  3.057  0.754  -4.803
H  -3.351  -5.127  6.320
H  5.544  -2.619  2.192
H  1.852  5.222  -0.610
H  -1.077  4.168  -5.834
H  4.549  -0.148  -1.169
H  -4.638  4.652  -3.515
H  -3.653  3.277  -1.707
H  0.241  -0.595  -2.598
H  -0.692  -4.480  -4.071
H  1.049  -2.356  2.948
H  2.405  1.008  3.285
H  -2.012  -3.491  -3.407
H  3.950  4.023  0.111
H  -0.086  2.788  -4.017
H  -4.667  0.878  4.055

The following is a quantum chemistry calculation of a structure of composition C5H7NO in a non-equilibrium geometry, from OMol25.

Its LUMO energy is 0.874 eV. The energy relative to the best compared isomer or geometry (same formula, charge and spin) comes out at 3.420 eV. The calculated total energy comes out at -324.59877 Eh. The spin multiplicity is 1. The value obtained for the HOMO energy is -8.74 eV.

CARTESIAN COORDINATES (ANGSTROEM)
O  0.469  1.427  -0.118
N  -2.543  -0.489  -0.395
C  2.435  0.001  0.015
C  0.952  0.147  -0.023
C  -1.283  0.039  -0.081
C  -0.903  1.456  -0.272
C  -0.063  -0.746  0.022
H  2.860  0.528  0.879
H  0.016  -1.824  0.087
H  2.712  -1.056  0.079
H  -3.242  0.250  -0.475
H  -1.417  1.033  0.911
H  2.889  0.428  -0.888
H  -2.883  -1.193  0.257

The following is a quantum chemistry calculation of an isolated molecule of C6H12O, from OMol25.

Its LUMO energy is 0.901 eV. The energy relative to the best compared isomer or geometry (same formula, charge and spin) comes out at 0.819 eV. The calculated total energy comes out at -311.02916 Eh. The spin multiplicity is 1. The value obtained for the HOMO energy is -8.71 eV. As for the SMILES: C=C(O)CCCC.

CARTESIAN COORDINATES (ANGSTROEM)
O  1.350  0.424  1.443
C  0.190  1.321  -0.410
C  1.334  0.477  0.082
C  -0.789  -1.571  0.173
C  -1.711  -0.377  -0.109
C  -1.153  1.003  0.261
C  2.216  -0.156  -0.693
H  0.202  -1.423  -0.265
H  2.072  -0.158  1.717
H  -1.981  -0.370  -1.174
H  0.457  2.365  -0.207
H  0.102  1.198  -1.496
H  -1.042  1.098  1.346
H  -1.198  -2.481  -0.288
H  -0.651  -1.719  1.255
H  -1.882  1.774  -0.030
H  2.992  -0.792  -0.273
H  2.141  -0.086  -1.771
H  -2.650  -0.526  0.436